Below is a 14-piece molecular cluster, C88H198Br3N11 overall in a non-equilibrium geometry, with properties calculated with wB97M-V/def2-TZVPD.

Its net charge is +8. As for the HOMO energy: -0.7489 Ha. As for the spin multiplicity: 1. The calculation puts the total energy at -320897.507 eV. The strongest force on any atom comes out at 0.059 hartree/bohr. The calculation puts the HOMO-LUMO gap at 7.12 eV.

Bonds (Å) are listed after each position.
Element x y z (Å)
1 Br 0.2004 -4.4473 1.1212  no bonds
2 Br 1.7456 0.3438 -5.3338  no bonds
3 Br -3.2725 2.0665 -1.8477  no bonds
4 N -1.7646 -8.0883 -3.8693  C17 1.562, C37 1.539, C45 1.566, C50 1.549
5 N -1.2862 6.2665 1.0365  C16 1.573, C27 1.513, C42 1.524, C87 1.583
6 N -5.8889 -1.5003 -0.2917  C61 1.562, C69 1.527, C81 1.488, C97 1.572
7 N -0.7250 3.2306 9.5124  C36 1.566, C68 1.592, C78 1.564, C79 1.579
8 N 0.1590 -0.0438 -0.7221  C22 1.555, C40 1.553, C94 1.599, C102 1.472
9 N -3.9541 -2.2801 6.4379  C33 1.523, C49 1.544, C59 1.585, C67 1.589
10 N 2.2262 5.0237 -4.0995  C28 1.549, C62 1.536, C74 1.594, C76 1.580
11 N -2.5749 -0.3522 -6.8588  C30 1.555, C85 1.600, C88 1.521, C90 1.515
12 N 6.0904 -1.4723 -5.8385  C39 1.529, C48 1.519, C55 1.525, C66 1.569
13 N 4.2533 -6.3374 0.6986  C18 1.604, C20 1.555, C21 1.539, C43 1.568
14 N 3.5683 3.0741 4.3489  C23 1.517, C25 1.532, C56 1.568, C64 1.586
15 C -3.8297 -8.8481 -5.2386  C50 1.524, C92 1.574, H161 1.090, H185 1.090
16 C -0.7658 5.6528 -0.3146  N5 1.573, H160 1.090, H228 1.090, H232 1.090
17 C -1.0588 -8.1931 -2.4803  N4 1.562, C60 1.510, H141 1.090, H222 1.090
18 C 3.6128 -6.2041 -0.7662  N13 1.604, H129 1.090, H154 1.090, H173 1.090
19 C 4.6724 -8.1958 2.2408  C20 1.496, C89 1.532, H247 1.090, H299 1.090
20 C 3.6083 -7.5669 1.3976  N13 1.555, C19 1.496, H210 1.090, H230 1.090
21 C 5.7229 -6.7728 0.5637  N13 1.539, C89 1.593, H202 1.090, H239 1.090
22 C 0.4346 1.0990 -1.7401  N8 1.555, H124 1.090, H166 1.090, H240 1.090
23 C 4.2289 4.3373 3.8306  N14 1.517, C75 1.562, H144 1.090, H276 1.090
24 C 1.8237 -1.7820 -1.0627  C40 1.508, C71 1.529, H205 1.090, H253 1.090
25 C 2.1051 3.4389 4.6170  N14 1.532, H159 1.090, H200 1.090, H290 1.090
26 C -3.9256 -2.9825 -0.0362  C83 1.481, C97 1.523, H252 1.090, H279 1.090
27 C -2.7495 6.0056 1.3169  N5 1.513, C31 1.572, H204 1.090, H293 1.090
28 C 3.4348 4.0919 -4.3674  N10 1.549, C54 1.613, H207 1.090, H244 1.090
29 C 4.5179 -3.7214 1.0298  C43 1.538, C53 1.548, H268 1.090, H273 1.090
30 C -1.9795 0.9644 -7.4330  N11 1.555, C91 1.515, H131 1.090, H294 1.090
31 C -3.6921 6.2774 0.0880  C27 1.572, C52 1.510, H263 1.090, H266 1.090
32 C -0.7692 4.4659 11.6576  C78 1.527, C98 1.551, H150 1.090, H272 1.090
33 C -5.2495 -3.0773 6.5083  N9 1.523, H183 1.090, H282 1.090, H300 1.090
34 C -2.0926 -2.7570 -6.3464  C44 1.559, C88 1.556, H147 1.090, H248 1.090
35 C -7.7052 0.0241 -3.5286  C47 1.538, H106 1.090, H264 1.090, H281 1.090
36 C 0.7300 3.7179 9.8243  N7 1.566, C98 1.559, H104 1.090, H262 1.090
37 C -0.7058 -8.4412 -4.9293  N4 1.539, H117 1.090, H151 1.090, H270 1.090
38 C -0.3761 1.7164 1.2619  C65 1.527, C94 1.515, H217 1.090, H237 1.090
39 C 5.4951 -0.5742 -4.7532  N12 1.529, C41 1.539, H171 1.090, H243 1.090
40 C 1.5084 -0.5954 -0.1874  N8 1.553, C24 1.508, H122 1.090, H206 1.090
41 C 4.7150 -1.5076 -3.8103  C39 1.539, C82 1.547, H179 1.090, H265 1.090
42 C -0.4063 5.8092 2.1935  N5 1.524, C58 1.573, H146 1.090, H174 1.090
43 C 4.0046 -5.0632 1.5780  N13 1.568, C29 1.538, H112 1.090, H130 1.090
44 C -1.9987 -1.9573 -5.0116  C34 1.559, C85 1.552, H115 1.090, H158 1.090
45 C -2.1685 -6.5751 -3.8444  N4 1.566, C86 1.527, H136 1.090, H203 1.090
46 C -3.8237 -1.4043 4.0916  C49 1.487, C80 1.593, H110 1.090, H128 1.090
47 C -6.6483 -0.1758 -2.4290  C35 1.538, C61 1.553, H107 1.090, H223 1.090
48 C 4.9545 -2.4483 -6.0950  N12 1.519, C82 1.599, H108 1.090, H227 1.090
49 C -4.1398 -1.0644 5.5039  N9 1.544, C46 1.487, H215 1.090, H229 1.090
50 C -2.9943 -9.0247 -3.9768  N4 1.549, C15 1.524, H234 1.090, H284 1.090
51 C -2.3967 3.5082 -7.7952  C91 1.604, H116 1.090, H250 1.090, H286 1.090
52 C -5.1631 5.9517 0.1943  C31 1.510, H125 1.090, H163 1.090, H251 1.090
53 C 4.0100 -2.6494 2.0251  C29 1.548, H170 1.090, H231 1.090, H256 1.090
54 C 4.6532 4.6688 -5.2531  C28 1.613, C63 1.531, H259 1.090, H271 1.090
55 C 7.3146 -2.2240 -5.3270  N12 1.525, H138 1.090, H152 1.090, H297 1.090
56 C 3.6007 1.9057 3.3032  N14 1.568, C101 1.496, H135 1.090, H216 1.090
57 C -0.1248 5.1642 -4.9003  C73 1.502, C76 1.555, H213 1.090, H255 1.090
58 C 0.6182 6.9814 2.4192  C42 1.573, C93 1.578, H214 1.090, H280 1.090
59 C -3.3464 -1.8286 7.8305  N9 1.585, C99 1.594, H119 1.090, H233 1.090
60 C -0.2314 -6.9377 -2.3392  C17 1.510, C86 1.500, H238 1.090, H289 1.090
61 C -7.0460 -1.1367 -1.2756  N6 1.562, C47 1.553, H137 1.090, H287 1.090
62 C 2.6541 6.3135 -3.3828  N10 1.536, H155 1.090, H157 1.090, H211 1.090
63 C 5.6747 3.5975 -5.6424  C54 1.531, H109 1.090, H114 1.090, H168 1.090
64 C 4.1751 2.3854 5.6422  N14 1.586, C77 1.494, H169 1.090, H258 1.090
65 C -1.2359 1.9764 2.4966  C38 1.527, H178 1.090, H186 1.090, H220 1.090
66 C 6.3773 -0.7651 -7.2094  N12 1.569, C84 1.495, H219 1.090, H291 1.090
67 C -2.8331 -3.0625 5.6277  N9 1.589, C80 1.586, H277 1.090, H292 1.090
68 C -1.0093 3.6652 8.0073  N7 1.592, C95 1.595, H105 1.090, H241 1.090
69 C -5.4984 -0.2984 0.5648  N6 1.527, H134 1.090, H172 1.090, H295 1.090
70 C 5.1355 6.8111 4.2655  C75 1.599, H184 1.090, H275 1.090, H296 1.090
71 C 0.7806 -1.8448 -2.1782  C24 1.529, C102 1.552, H127 1.090, H175 1.090
72 C -3.8376 -0.5266 10.0068  C99 1.493, H189 1.090, H197 1.090, H246 1.090
73 C -0.0948 4.0061 -3.9440  C57 1.502, C74 1.511, H201 1.090, H257 1.090
74 C 1.1952 4.2202 -3.1866  N10 1.594, C73 1.511, H103 1.090, H283 1.090
75 C 4.5204 5.4652 4.8715  C23 1.562, C70 1.599, H165 1.090, H260 1.090
76 C 1.3456 5.3512 -5.3697  N10 1.580, C57 1.555, H143 1.090, H162 1.090
77 C 3.8875 0.9243 5.5189  C64 1.494, C101 1.538, H167 1.090, H221 1.090
78 C -1.6468 4.0398 10.4826  N7 1.564, C32 1.527, H156 1.090, H261 1.090
79 C -0.7856 1.6780 9.7924  N7 1.579, H145 1.090, H192 1.090, H195 1.090
80 C -2.5358 -2.3277 4.2542  C46 1.593, C67 1.586, H139 1.090, H225 1.090
81 C -6.2350 -2.5962 0.6528  N6 1.488, C83 1.543, H187 1.090, H209 1.090
82 C 4.3112 -2.7365 -4.6596  C41 1.547, C48 1.599, H242 1.090, H249 1.090
83 C -4.9467 -3.3893 0.9558  C26 1.481, C81 1.543, H193 1.090, H226 1.090
84 C 7.5297 0.1869 -7.1727  C66 1.495, C96 1.526, H153 1.090, H194 1.090
85 C -2.2645 -0.4546 -5.2920  N11 1.600, C44 1.552, H118 1.090, H133 1.090
86 C -0.9824 -5.9173 -3.1423  C45 1.527, C60 1.500, H235 1.090, H254 1.090
87 C -1.1347 7.8406 0.9636  N5 1.583, C93 1.511, H182 1.090, H298 1.090
88 C -1.9656 -1.6309 -7.4130  N11 1.521, C34 1.556, H111 1.090, H191 1.090
89 C 5.8188 -8.2194 1.2248  C19 1.532, C21 1.593, H181 1.090, H269 1.090
90 C -4.0716 -0.4912 -7.0483  N11 1.515, H132 1.090, H142 1.090, H198 1.090
91 C -2.6093 2.2198 -6.8645  C30 1.515, C51 1.604, H121 1.090, H218 1.090
92 C -5.0086 -7.8051 -5.2618  C15 1.574, H148 1.090, H188 1.090, H236 1.090
93 C 0.2922 8.1195 1.3760  C58 1.578, C87 1.511, H177 1.090, H208 1.090
94 C -0.7550 0.4718 0.4848  N8 1.599, C38 1.515, H149 1.090, H176 1.090
95 C -2.4674 3.2167 7.5419  C68 1.595, C100 1.520, H120 1.090, H140 1.090
96 C 7.6007 0.8842 -8.5282  C84 1.526, H113 1.090, H123 1.090, H288 1.090
97 C -4.6739 -2.1378 -1.0583  N6 1.572, C26 1.523, H196 1.090, H285 1.090
98 C 0.7106 4.1415 11.3240  C32 1.551, C36 1.559, H180 1.090, H245 1.090
99 C -4.2120 -0.7154 8.5733  C59 1.594, C72 1.493, H199 1.090, H212 1.090
100 C -2.6699 3.4386 6.0518  C95 1.520, H126 1.090, H190 1.090, H267 1.090
101 C 3.9240 0.6279 4.0104  C56 1.496, C77 1.538, H274 1.090, H278 1.090
102 C -0.4211 -1.1816 -1.4543  N8 1.472, C71 1.552, H164 1.090, H224 1.090
103 H 1.0093 4.8766 -2.3365  C74 1.090
104 H 1.4221 2.8922 9.6588  C36 1.090
105 H -0.2966 3.2309 7.3062  C68 1.090
106 H -7.9032 -0.9495 -3.9770  C35 1.090
107 H -5.7112 -0.4010 -2.9381  C47 1.090
108 H 4.2596 -2.0366 -6.8270  C48 1.090
109 H 5.9225 3.1476 -4.6811  C63 1.090
110 H -3.6529 -0.5271 3.4675  C46 1.090
111 H -2.3936 -1.8733 -8.3857  C88 1.090
112 H 2.9222 -4.9917 1.6851  C43 1.090
113 H 6.7321 1.5215 -8.6939  C96 1.090
114 H 5.1060 2.8536 -6.2004  C63 1.090
115 H -2.7758 -2.3614 -4.3628  C44 1.090
116 H -2.3420 3.2148 -8.8436  C51 1.090
117 H 0.1537 -7.7863 -4.7866  C37 1.090
118 H -1.3575 0.1222 -5.1112  C85 1.090
119 H -3.2608 -2.7017 8.4774  C59 1.090
120 H -3.2498 3.7947 8.0336  C95 1.090
121 H -3.6754 2.0616 -6.7021  C91 1.090
122 H 1.4837 -0.8349 0.8757  C40 1.090
123 H 8.5282 1.4462 -8.4190  C96 1.090
124 H 1.3497 0.7207 -2.1958  C22 1.090
125 H -5.5838 6.1925 -0.7819  C52 1.090
126 H -2.5704 4.5052 5.8502  C100 1.090
127 H 0.5559 -2.9071 -2.2734  C71 1.090
128 H -4.6197 -1.9963 3.6399  C46 1.090
129 H 2.5444 -6.1004 -0.5767  C18 1.090
130 H 4.4331 -5.3689 2.5325  C43 1.090
131 H -0.9357 0.7919 -7.1707  C30 1.090
132 H -4.3255 0.3367 -7.7103  C90 1.090
133 H -3.1173 -0.0692 -4.7332  C85 1.090
134 H -4.7684 -0.6795 1.2790  C69 1.090
135 H 4.3027 2.1027 2.4930  C56 1.090
136 H -3.1378 -6.5220 -3.3486  C45 1.090
137 H -7.7386 -0.6914 -0.5614  C61 1.090
138 H 8.0537 -1.5497 -4.8943  C55 1.090
139 H -1.6353 -1.7207 4.3476  C80 1.090
140 H -2.6296 2.1704 7.8007  C95 1.090
141 H -0.4029 -9.0635 -2.4646  C17 1.090
142 H -4.6199 -0.2567 -6.1359  C90 1.090
143 H 1.4696 6.3495 -5.7892  C76 1.090
144 H 3.6942 4.8150 3.0096  C23 1.090
145 H -0.4134 1.0216 9.0058  C79 1.090
146 H 0.1384 4.8917 1.9707  C42 1.090
147 H -2.9445 -3.4366 -6.3700  C34 1.090
148 H -5.5770 -7.9021 -6.1868  C92 1.090
149 H -1.7396 0.5398 0.0221  C94 1.090
150 H -1.0564 4.0580 12.6267  C32 1.090
151 H -1.2265 -8.3264 -5.8799  C37 1.090
152 H 6.9417 -2.9685 -4.6236  C55 1.090
153 H 7.4583 1.0180 -6.4711  C84 1.090
154 H 4.0810 -5.4344 -1.3797  C18 1.090
155 H 3.3960 5.9190 -2.6885  C62 1.090
156 H -2.4843 3.3787 10.7056  C78 1.090
157 H 3.1925 6.9623 -4.0737  C62 1.090
158 H -0.9966 -2.1189 -4.6145  C44 1.090
159 H 1.5443 2.5245 4.8107  C25 1.090
160 H -0.7970 4.5715 -0.1813  C16 1.090
161 H -4.1662 -9.8184 -5.6037  C15 1.090
162 H 1.7127 4.8122 -6.2431  C76 1.090
163 H -5.6896 6.4680 0.9970  C52 1.090
164 H -1.1797 -0.9305 -2.1956  C102 1.090
165 H 5.1594 4.9937 5.6181  C75 1.090
166 H 0.6477 2.0157 -1.1903  C22 1.090
167 H 4.6493 0.3526 6.0489  C77 1.090
168 H 6.4970 4.0486 -6.1979  C63 1.090
169 H 3.8505 2.9568 6.5118  C64 1.090
170 H 4.2146 -2.9561 3.0509  C53 1.090
171 H 6.1917 0.1652 -4.3581  C39 1.090
172 H -6.3495 0.1817 1.0477  C69 1.090
173 H 3.6714 -7.1723 -1.2634  C18 1.090
174 H -1.0381 5.7445 3.0794  C42 1.090
175 H 1.1166 -1.3762 -3.1032  C71 1.090
176 H -0.8822 -0.4213 1.0967  C94 1.090
177 H 1.0825 8.1406 0.6255  C93 1.090
178 H -1.1820 1.0516 3.0710  C65 1.090
179 H 5.2286 -1.6925 -2.8669  C41 1.090
180 H 1.3225 5.0260 11.5009  C98 1.090
181 H 5.6713 -9.0598 0.5465  C89 1.090
182 H -1.7663 8.3963 1.6567  C87 1.090
183 H -5.4154 -3.4450 5.4957  C33 1.090
184 H 4.4771 7.2670 3.5261  C70 1.090
185 H -3.2298 -8.4856 -6.0733  C15 1.090
186 H -1.0337 2.8606 3.1012  C65 1.090
187 H -6.6960 -2.2091 1.5616  C81 1.090
188 H -4.7580 -6.7525 -5.1302  C92 1.090
189 H -4.0928 -1.4139 10.5862  C72 1.090
190 H -1.8667 2.9903 5.4670  C100 1.090
191 H -0.8962 -1.6116 -7.6230  C88 1.090
192 H -1.8265 1.3802 9.9183  C79 1.090
193 H -4.6149 -3.3350 1.9927  C83 1.090
194 H 8.4556 -0.2275 -6.7738  C84 1.090
195 H -0.1865 1.4895 10.6833  C79 1.090
196 H -5.0985 -2.7545 -1.8504  C97 1.090
197 H -2.7517 -0.4780 10.0873  C72 1.090
198 H -4.3171 -1.4738 -7.4512  C90 1.090
199 H -5.2647 -0.9373 8.3983  C99 1.090
200 H 1.7177 3.8493 3.6844  C25 1.090
201 H 0.0697 3.0274 -4.3946  C73 1.090
202 H 6.0260 -6.7567 -0.4832  C21 1.090
203 H -2.2862 -6.2033 -4.8622  C45 1.090
204 H -3.1749 6.5098 2.1846  C27 1.090
205 H 2.8293 -1.6508 -1.4625  C24 1.090
206 H 2.2687 0.1822 -0.2608  C40 1.090
207 H 3.6406 3.7278 -3.3608  C28 1.090
208 H 0.2506 9.0760 1.8968  C93 1.090
209 H -6.9726 -3.2686 0.2147  C81 1.090
210 H 2.7133 -7.2582 1.9378  C20 1.090
211 H 1.7781 6.7975 -2.9509  C62 1.090
212 H -4.0979 0.2532 8.0866  C99 1.090
213 H -0.7605 5.1253 -5.7850  C57 1.090
214 H 0.5956 7.2490 3.4756  C58 1.090
215 H -5.1118 -0.5858 5.6235  C49 1.090
216 H 2.6396 1.8176 2.7967  C56 1.090
217 H -0.5284 2.4954 0.5149  C38 1.090
218 H -2.1891 2.5389 -5.9107  C91 1.090
219 H 5.4484 -0.2517 -7.4578  C66 1.090
220 H -2.2825 2.0313 2.1972  C65 1.090
221 H 2.9816 0.8177 6.1156  C77 1.090
222 H -1.8376 -8.3163 -1.7277  C17 1.090
223 H -6.5176 0.8131 -1.9896  C47 1.090
224 H -0.9984 -1.7406 -0.7180  C102 1.090
225 H -2.4474 -2.9618 3.3720  C80 1.090
226 H -5.1216 -4.4546 0.8055  C83 1.090
227 H 5.3880 -3.3194 -6.5863  C48 1.090
228 H 0.2843 5.9397 -0.3699  C16 1.090
229 H -3.4438 -0.2782 5.7963  C49 1.090
230 H 3.3466 -8.2010 0.5506  C20 1.090
231 H 4.3702 -1.6298 1.8885  C53 1.090
232 H -1.3402 6.1610 -1.0891  C16 1.090
233 H -2.3704 -1.3501 7.7496  C59 1.090
234 H -3.5752 -8.8398 -3.0731  C50 1.090
235 H -1.2332 -5.1089 -2.4555  C86 1.090
236 H -5.6760 -8.0487 -4.4351  C92 1.090
237 H 0.6648 1.7237 1.5853  C38 1.090
238 H 0.8006 -7.0931 -2.6536  C60 1.090
239 H 6.3907 -5.9880 0.9191  C21 1.090
240 H -0.4097 1.3248 -2.3915  C22 1.090
241 H -0.8814 4.7469 8.0481  C68 1.090
242 H 3.2297 -2.7196 -4.7944  C82 1.090
243 H 4.8667 0.0607 -5.3777  C39 1.090
244 H 2.9104 3.2853 -4.8798  C28 1.090
245 H 1.0982 3.3281 11.9374  C98 1.090
246 H -4.3029 0.3374 10.4812  C72 1.090
247 H 4.7656 -7.6556 3.1829  C19 1.090
248 H -1.2566 -3.4434 -6.4813  C34 1.090
249 H 4.6949 -3.6894 -4.2950  C82 1.090
250 H -3.1749 4.2637 -7.6866  C51 1.090
251 H -5.3192 4.9198 0.5091  C52 1.090
252 H -3.4437 -3.8462 -0.4945  C26 1.090
253 H 1.9042 -2.6728 -0.4397  C24 1.090
254 H -0.3363 -5.4353 -3.8760  C86 1.090
255 H -0.3787 6.0988 -4.4001  C57 1.090
256 H 2.9216 -2.5955 2.0462  C53 1.090
257 H -0.8675 3.9885 -3.1754  C73 1.090
258 H 5.2530 2.5472 5.6482  C64 1.090
259 H 5.1349 5.4524 -4.6682  C54 1.090
260 H 3.6396 5.7474 5.4483  C75 1.090
261 H -2.0987 4.8776 9.9517  C78 1.090
262 H 0.9283 4.5970 9.2111  C36 1.090
263 H -3.6045 7.3282 -0.1880  C31 1.090
264 H -7.2584 0.6777 -4.2778  C35 1.090
265 H 3.7816 -1.0964 -3.4260  C41 1.090
266 H -3.3509 5.6969 -0.7692  C31 1.090
267 H -3.6132 3.0109 5.7120  C100 1.090
268 H 5.6037 -3.6295 1.0569  C29 1.090
269 H 6.7829 -8.3567 1.7145  C89 1.090
270 H -0.4746 -9.4968 -4.7864  C37 1.090
271 H 4.2782 5.1983 -6.1289  C54 1.090
272 H -0.7921 5.5422 11.8284  C32 1.090
273 H 4.1144 -3.6007 0.0245  C29 1.090
274 H 4.9220 0.3521 3.6696  C101 1.090
275 H 6.0742 6.3942 3.9006  C70 1.090
276 H 5.1915 3.9891 3.4561  C23 1.090
277 H -1.9336 -3.0642 6.2432  C67 1.090
278 H 3.2801 -0.1763 3.6545  C101 1.090
279 H -3.0430 -2.5230 0.4088  C26 1.090
280 H 1.5555 6.4481 2.2609  C58 1.090
281 H -8.6274 0.4192 -3.1025  C35 1.090
282 H -5.1048 -3.9196 7.1847  C33 1.090
283 H 1.6367 3.3451 -2.7097  C74 1.090
284 H -2.4433 -9.9651 -3.9657  C50 1.090
285 H -3.9008 -1.4897 -1.4713  C97 1.090
286 H -1.4503 4.0137 -7.6033  C51 1.090
287 H -7.4576 -2.1012 -1.5728  C61 1.090
288 H 7.7102 0.0581 -9.2308  C96 1.090
289 H -0.2442 -6.6834 -1.2793  C60 1.090
290 H 2.1636 4.1844 5.4100  C25 1.090
291 H 6.6241 -1.5467 -7.9280  C66 1.090
292 H -3.1880 -4.0805 5.4671  C67 1.090
293 H -2.7578 4.9400 1.5458  C27 1.090
294 H -2.2177 0.8498 -8.4905  C30 1.090
295 H -4.9170 0.3417 -0.0988  C69 1.090
296 H 5.3095 7.5171 5.0776  C70 1.090
297 H 7.7735 -2.6976 -6.1950  C55 1.090
298 H -1.4705 8.2541 0.0126  C87 1.090
299 H 4.4784 -9.2311 2.5211  C19 1.090
300 H -6.1421 -2.5338 6.8181  C33 1.090